14
Properties=species:S:1:pos:R:3 method="wB97M-V/def2-TZVPD" smiles=Cl[C@H]1C[C@H]1[C@@H]1CS1 energy_ha=-1052.994035 lumo_energy_ha=0.032 homo_lumo_gap_ev=9.255 molar_mass_g_mol=134.6 fmax_ev_per_a=4.0
Cl 0.363 1.392 1.249
C -1.039 1.127 0.272
C -0.903 1.403 -1.160
C -1.267 0.020 -0.659
C -0.489 -1.296 -0.699
C 0.188 -1.824 0.532
S 1.306 -1.183 -0.544
H -2.006 1.511 0.699
H -1.738 2.151 -1.472
H 0.251 1.527 -1.431
H -2.345 -0.225 -0.902
H -0.710 -2.049 -1.450
H 0.324 -1.353 1.564
H 0.209 -2.887 0.735